1.
Density functional theory data (ωB97M-V/def2-TZVPD) for a 3-piece molecular cluster, C2H9NO overall in a non-equilibrium geometry.

The geometry in XYZ format:
```
13
Properties=species:S:1:pos:R:3:forces:R:3
N -1.9468 -0.2175 0.7748 0.5 0.2 -0.1
H -2.5541 0.5939 0.6816 -0.2 -0.4 0.1
H 0.4485 -1.6036 3.6757 -0.2 0.0 0.7
H -1.2561 -0.0390 0.0429 -0.1 0.1 -0.1
H -2.4342 -1.0502 0.4702 -0.4 0.1 0.1
C 0.9627 -0.0482 -0.8808 -0.5 1.6 0.0
O -0.0505 0.6097 -1.3613 0.8 -0.4 -0.5
C 1.3733 0.2128 0.4709 -0.2 -0.9 -0.3
H 0.5209 -1.0651 -0.5670 0.3 -0.3 1.1
H 1.7925 -0.4485 -1.5066 -0.1 0.0 -0.2
H 2.0249 -0.4313 1.0526 0.2 0.0 -0.3
H 0.8437 0.9894 1.0019 -0.2 0.0 0.2
H 0.6308 -1.5561 2.9784 0.2 0.0 -0.7
```
Positions in Å, forces in eV/Å.

Results
Highest occupied orbital energy   -9.03 eV
LUMO   -1.55 eV
Total charge   0

Atom charges from the Löwdin analysis, given in e for atoms 1 to 8: 0.01, 0.02, 0.02, -0.05, 0.01, -0.54, -0.16, 0.19



2.
Density functional theory data (ωB97M-V/def2-TZVPD) for a 2-piece molecular cluster, C2H9NO overall in a non-equilibrium geometry.

The geometry in XYZ format:
```
13
Properties=species:S:1:pos:R:3:forces:R:3
C -0.1010 -0.7207 1.7601 -3.1 0.9 -0.6
C 0.9672 -0.9368 0.7402 0.1 -0.3 -1.0
N 0.8086 -0.2208 -0.6133 2.0 -1.1 1.5
H -0.5257 -1.6432 2.1837 0.4 0.2 -0.2
H 0.1974 -0.0903 2.5546 0.7 0.5 1.1
H -1.0197 -0.1234 1.3944 1.3 -1.1 -0.1
H 1.9274 -0.8931 1.2939 0.0 0.7 -0.8
H 0.9488 -1.9429 0.3855 -0.2 -1.0 0.1
H 1.7383 -0.4501 -1.0213 -1.0 -0.1 -0.4
H 0.9751 0.7475 -0.4614 -0.1 1.4 0.5
O -1.5079 1.6552 -1.7819 0.0 0.7 -0.5
H -2.3384 1.3362 -1.4045 0.9 -0.3 0.3
H -0.6974 1.3085 -1.3786 -1.1 -0.5 0.2
```
Positions in Å, forces in eV/Å.

Results
Structure (SMILES)   CCN.O
Highest occupied orbital energy   -10.34 eV
LUMO   0.93 eV
Total charge   0

Atom charges from the Löwdin analysis, given in e for atoms 1 to 8: -0.13, -0.32, -0.01, 0.07, 0.04, 0.10, 0.11, 0.08



3.
Density functional theory data (ωB97M-V/def2-TZVPD) for a 2-piece molecular cluster, C2H9NO overall in a non-equilibrium geometry.

The geometry in XYZ format:
```
13
Properties=species:S:1:pos:R:3:forces:R:3
N -1.8692 0.7060 -0.4124 -0.9 0.4 -0.6
C -1.2134 -0.3838 0.1839 -0.1 0.0 0.6
O -0.4665 -0.0343 1.3556 0.5 0.4 0.5
H -2.7190 1.0368 0.0098 0.1 -0.1 0.3
H -1.3888 1.4657 -0.8633 0.5 -0.3 0.2
H -1.9779 -1.0902 0.5144 0.1 -0.2 -0.5
H -0.5176 -0.8085 -0.5400 -0.1 -0.2 0.1
H -0.6139 -0.6118 2.1170 -0.2 0.0 -0.5
C 2.1682 -0.0558 -0.4662 -0.3 -0.1 -0.2
H 1.7268 0.8516 -0.8783 0.2 0.2 0.1
H 1.9930 -0.8413 -1.2013 0.1 -0.1 0.1
H 1.6462 -0.2862 0.4561 0.0 -0.1 0.0
H 3.2321 0.0518 -0.2752 0.0 0.1 -0.1
```
Positions in Å, forces in eV/Å.

Results
Structure (SMILES)   NCO.C
Highest occupied orbital energy   -9.54 eV
LUMO   0.96 eV
Total charge   0

Atom charges from the Löwdin analysis, given in e for atoms 1 to 8: 0.03, -0.36, -0.10, 0.07, 0.07, 0.12, 0.10, 0.08



4.
Density functional theory data (ωB97M-V/def2-TZVPD) for C2H9NO as an isolated structure in a non-equilibrium geometry.

The geometry in XYZ format:
```
13
Properties=species:S:1:pos:R:3:forces:R:3
H -0.8202 -0.7146 -0.6175 1.4 0.4 1.1
O -1.9125 -0.4814 -1.2773 5.2 2.5 -0.9
N 0.3567 -0.4927 -0.0251 -4.2 5.5 0.1
H -2.6417 -0.9343 -1.0451 -4.7 -2.9 1.4
H 0.9075 -1.2419 -0.0614 3.0 -4.0 -2.0
C 0.4463 -0.2498 1.4345 -2.2 2.5 2.8
H -0.3074 -0.9186 1.9916 2.1 0.1 -0.7
H 1.5632 -0.1045 1.7973 -2.4 -1.0 -0.8
H -0.0927 0.7497 1.7324 1.3 -1.5 -1.1
C 0.6354 0.7683 -0.7955 -2.2 1.7 -1.5
H 1.4805 1.3715 -0.5456 1.1 -0.5 0.6
H 0.5894 0.6512 -1.8876 0.5 -0.7 0.4
H -0.2044 1.5971 -0.7006 1.0 -2.2 0.6
```
Positions in Å, forces in eV/Å.

Results
Highest occupied orbital energy (alpha / beta)   -17.31 / -17.36 eV
Expectation value of S²   0.76
LUMO (alpha / beta)   -3.30 / -9.22 eV
Total charge   +1
2S+1   2

Atom charges from the Löwdin analysis, given in e for atoms 1 to 8: 0.15, 0.15, -0.06, 0.01, 0.09, -0.06, 0.13, 0.16



5.
Density functional theory data (ωB97M-V/def2-TZVPD) for a 2-piece molecular cluster, C2H9NO2 overall in a non-equilibrium geometry.

The geometry in XYZ format:
```
14
Properties=species:S:1:pos:R:3:forces:R:3
C -0.8776 1.7266 1.2199 -0.5 -0.5 0.6
N -1.9347 0.7303 1.2029 -0.6 -1.1 0.0
C -2.2417 0.0683 -0.0494 -0.4 1.6 -1.2
O -1.1767 0.1491 -1.0155 -0.4 -0.6 1.0
H -1.1434 2.4488 0.4564 0.6 0.1 -0.2
H -0.8777 2.2405 2.1768 -0.3 0.1 0.2
H 0.1125 1.2744 1.1617 0.3 0.3 -0.7
H -1.9138 0.0182 1.9096 0.5 0.2 0.5
H -3.0705 0.5977 -0.5293 0.1 0.0 -0.2
H -2.5791 -0.9573 0.0831 0.2 -0.2 0.4
H -0.4874 -0.3204 -0.5366 0.6 0.0 -0.5
O 5.0211 -2.7280 -1.8847 -0.1 0.5 -0.1
H 5.7427 -3.3348 -1.9962 0.4 -0.8 0.0
H 5.4264 -1.9134 -2.1987 -0.3 0.3 0.0
```
Positions in Å, forces in eV/Å.

Results
Structure (SMILES)   CNCO.O
Highest occupied orbital energy   -8.79 eV
LUMO   0.89 eV
Total charge   0

Atom charges from the Löwdin analysis, given in e for atoms 1 to 8: -0.13, -0.12, -0.30, -0.07, 0.09, 0.07, 0.07, 0.09



6.
Density functional theory data (ωB97M-V/def2-TZVPD) for a 3-piece molecular cluster, C2H9NO2 overall in a non-equilibrium geometry.

The geometry in XYZ format:
```
14
Properties=species:S:1:pos:R:3:forces:R:3
C 0.4545 -0.6694 1.0605 -1.5 -0.4 -0.2
N 0.5626 0.5702 0.8579 1.3 -0.8 -0.2
C 1.7410 0.9131 0.0135 -0.6 1.4 1.4
H -0.4143 -1.0700 1.5915 0.2 0.3 0.3
H 1.0022 -1.4664 0.5653 0.7 0.2 0.0
H 2.6076 0.9519 0.6659 0.3 -0.5 0.1
H 1.6202 1.9833 -0.1882 0.0 -0.4 -1.0
H 1.9214 0.2466 -0.8246 -0.2 0.2 -0.2
O -1.2588 -1.7290 -0.9746 0.0 -0.2 -0.3
H -1.0661 -2.2363 -1.7658 0.0 -0.5 0.0
H -1.3785 -0.8551 -1.3493 -0.1 0.7 0.3
O -1.9367 1.3010 -0.2500 -0.5 -0.4 0.4
H -1.3584 1.4798 0.5107 0.2 -0.1 -0.4
H -2.4970 0.5803 0.0872 0.1 0.4 -0.2
```
Positions in Å, forces in eV/Å.

Results
Structure (SMILES)   C=NC.O.O
Highest occupied orbital energy   -10.02 eV
LUMO   0.78 eV
Total charge   0

Atom charges from the Löwdin analysis, given in e for atoms 1 to 8: -0.11, -0.09, -0.12, 0.07, 0.07, 0.07, 0.07, 0.07



7.
Density functional theory data (ωB97M-V/def2-TZVPD) for a 3-piece molecular cluster, C2H9NO3 overall in a non-equilibrium geometry.

The geometry in XYZ format:
```
15
Properties=species:S:1:pos:R:3:forces:R:3
N 0.2902 1.0477 -2.1615 0.5 0.1 -0.5
C -1.1632 0.9066 -2.2258 1.0 0.5 0.2
C -1.6832 2.3309 -2.3693 0.3 -1.2 0.0
O -2.2719 2.9085 -1.5025 -0.1 0.4 -0.2
H 0.8532 0.2456 -1.9191 -0.4 0.0 0.0
H 0.6439 1.8706 -1.7119 -0.1 0.1 0.4
H -1.5759 0.4273 -1.3439 -0.4 -0.2 0.0
H -1.3602 0.3990 -3.1690 -0.5 -0.4 0.2
H -1.3865 2.7358 -3.3563 -0.2 0.6 0.1
O 3.1732 -3.9795 3.9428 0.2 0.1 -0.1
H 4.1095 -3.9212 3.7109 -0.2 -0.1 0.0
H 2.7452 -4.3834 3.1800 0.0 0.0 0.1
O 0.3103 -1.6356 2.7276 0.2 0.1 -0.2
H 1.1319 -1.5172 2.2316 -0.2 0.0 0.2
H 0.4143 -1.0917 3.5158 0.0 -0.1 -0.1
```
Positions in Å, forces in eV/Å.

Results
Structure (SMILES)   NCC=O.O.O
Highest occupied orbital energy   -9.52 eV
LUMO   0.58 eV
Total charge   0

Atom charges from the Löwdin analysis, given in e for atoms 1 to 8: -0.02, -0.24, -0.28, 0.07, 0.07, 0.06, 0.11, 0.11



8.
Density functional theory data (ωB97M-V/def2-TZVPD) for a 3-piece molecular cluster, C2H9NO3 overall in a non-equilibrium geometry.

The geometry in XYZ format:
```
15
Properties=species:S:1:pos:R:3:forces:R:3
N -0.8041 0.9338 0.8618 -1.1 -0.8 0.0
C -0.9166 -0.4563 1.2461 -0.5 -1.0 -0.1
C -1.8992 -1.2818 0.4174 0.2 0.3 -1.1
O -2.5514 -2.1815 0.8660 0.0 -0.2 0.4
H 0.1403 1.2421 0.7689 0.2 0.1 0.3
H -1.3693 1.4674 1.4950 0.3 0.8 -0.1
H -1.3750 -0.6883 2.2185 0.8 0.6 0.4
H 0.0680 -0.9231 1.1650 -0.1 -0.3 0.2
H -2.0073 -1.0328 -0.6576 0.1 0.2 0.0
O 2.7828 -2.5692 -3.6340 1.1 0.4 -0.7
H 1.9013 -2.3695 -3.9454 -0.3 -0.4 0.6
H 2.8568 -3.0762 -2.8265 -0.8 0.0 0.0
O 0.9079 3.7979 0.3518 0.0 0.3 -0.1
H 1.4066 4.2520 1.0384 0.0 0.0 0.0
H 0.8593 2.8855 0.6346 0.1 0.0 0.1
```
Positions in Å, forces in eV/Å.

Results
Structure (SMILES)   NCC=O.O.O
Highest occupied orbital energy   -9.60 eV
LUMO   0.37 eV
Total charge   0

Atom charges from the Löwdin analysis, given in e for atoms 1 to 8: 0.02, -0.24, -0.27, 0.05, 0.04, 0.08, 0.12, 0.12



Sequential energy relative to the best compared isomer or geometry (same formula, charge and spin) output: 116.1 18.6 10.6 57.9 14.5 17.7 48.8 52.4 kcal/mol